(1)
C10H15F | ωB97M-V/def2-TZVPD

XYZ file:
```
26
Properties=species:S:1:pos:R:3:lowdin_charge:R:1
C -1.58361 1.89583 -0.71077 -0.106
C -1.55843 0.72173 -0.44876 0.027
C -2.04864 -2.43661 1.30918 -0.003
C -1.72009 -1.20767 1.01902 -0.117
C -1.80614 3.28345 -0.73079 -0.128
C 2.70803 -0.36680 1.22211 -0.092
C 2.58351 -0.29923 -0.32536 -0.265
C 1.22216 0.20187 -0.81648 -0.211
C 0.22596 -0.98992 -0.77771 -0.078
C -1.33848 -0.72398 -0.44147 -0.391
F -2.17559 -1.49146 -1.28927 -0.006
H -2.61545 -2.86819 2.23082 0.100
H -2.01522 -3.13269 0.48760 0.054
H -1.68026 -0.42665 1.79951 0.111
H -1.28433 3.78813 0.14471 0.097
H -1.40962 3.62098 -1.69995 0.079
H -2.91988 3.65972 -0.44088 0.136
H 1.73647 -0.37143 1.62688 0.042
H 3.18593 0.56251 1.52442 0.067
H 3.34712 -1.23405 1.51912 0.087
H 3.38928 0.41671 -0.65218 0.115
H 2.79921 -1.22914 -0.74154 0.072
H 1.23390 0.64107 -1.89880 0.145
H 0.91875 0.98797 -0.18326 0.073
H 0.24532 -1.40323 -1.74602 0.103
H 0.56010 -1.59892 0.01990 0.088
```

Output
Gap between HOMO and LUMO in eV: 10.49
SMILES: C=C[C@@](F)(C#CC)CCCC
Electronic energy in eV: -13326.765
LUMO in Eh: 0.0310
Energy above the lowest of the compared OMol25 structures with the same formula, charge and spin in kJ/mol: 34.4

(2)
C24H54F8KN7O16S8 | ωB97M-V/def2-TZVPD

XYZ file:
```
118
Properties=species:S:1:pos:R:3:lowdin_charge:R:1
K 3.52889 -4.33112 -1.88040 0.928
C 4.42898 -1.63515 6.18946 -0.078
C 3.83985 -0.33350 6.74861 -0.260
C 4.53803 0.84310 6.13087 -0.100
N 3.74012 2.16093 6.46581 -0.191
C 2.61151 2.30708 5.34219 0.070
C 3.24774 2.25333 7.90859 -0.094
C 3.12388 3.81441 8.23062 -0.113
C 4.12987 4.49027 7.34240 -0.193
C 4.67048 3.48082 6.45253 -0.096
H 3.80948 -2.43849 6.58815 0.084
H 5.46473 -1.63983 6.52904 0.085
H 4.41852 -1.77384 5.10837 0.089
H 3.56981 -0.35621 7.80439 0.112
H 2.86982 -0.34631 6.25163 0.098
H 4.53661 0.74083 5.04569 0.140
H 5.56696 0.96491 6.46935 0.139
H 3.19043 2.52066 4.44366 0.104
H 2.05224 3.20079 5.61896 0.096
H 1.99477 1.41755 5.21384 0.098
H 2.40103 1.57256 7.99667 0.124
H 3.99697 1.78465 8.54663 0.128
H 2.09555 3.93795 7.89091 0.104
H 3.21460 4.14284 9.26599 0.122
H 3.70749 5.30115 6.74895 0.129
H 5.05890 4.80303 7.81904 0.133
H 4.67424 3.82454 5.41815 0.134
H 5.69872 3.24763 6.72900 0.139
C -3.18162 -4.74495 -1.06129 -0.130
C -3.21603 -4.46412 -2.45817 -0.265
C -1.87006 -4.78804 -3.18928 -0.077
N -1.94993 -4.95346 -4.73313 -0.211
C -2.68786 -3.70575 -5.31605 0.053
C -2.40282 -6.37019 -5.10827 -0.090
C -1.18683 -7.26768 -5.16612 -0.152
C 0.09639 -6.40743 -5.07740 -0.147
C -0.37068 -4.92098 -5.17110 -0.043
H -4.12725 -4.46075 -0.59966 0.093
H -2.38534 -4.13173 -0.63937 0.094
H -2.95167 -5.74821 -0.70256 0.098
H -3.41890 -3.39551 -2.52917 0.120
H -4.06493 -5.00259 -2.87949 0.117
H -1.45161 -5.75941 -2.92578 0.136
H -1.18754 -3.93818 -3.18604 0.125
H -2.45543 -3.64566 -6.37927 0.104
H -2.21423 -2.87660 -4.79042 0.110
H -3.76826 -3.74400 -5.17687 0.105
H -2.78783 -6.24845 -6.12072 0.131
H -3.24065 -6.73234 -4.51245 0.137
H -1.31540 -7.78528 -6.11673 0.117
H -0.97883 -8.09901 -4.49252 0.125
H 0.91259 -6.80403 -5.68125 0.124
H 0.49286 -6.61517 -4.08354 0.096
H -0.28756 -4.73248 -6.24145 0.126
H 0.31956 -4.17927 -4.76920 0.127
C -2.68227 4.83129 0.12013 -0.078
C -3.75978 4.41560 1.15345 -0.225
C -5.15657 4.27229 0.51143 -0.132
N -6.31546 4.02179 1.48803 -0.187
C -6.16990 2.55597 1.87503 0.003
C -6.44020 4.86246 2.81905 -0.053
C -7.83420 5.54799 2.77815 -0.171
C -8.12809 5.74892 1.34008 -0.162
C -7.68069 4.41016 0.80381 -0.093
H -1.71747 4.72674 0.61644 0.089
H -2.87308 5.81752 -0.30301 0.080
H -2.79179 4.24607 -0.79290 0.084
H -3.72866 5.22262 1.88548 0.107
H -3.44427 3.42323 1.47553 0.104
H -5.22743 3.60455 -0.34717 0.142
H -5.23112 5.26431 0.06597 0.131
H -6.16652 1.92539 0.98596 0.109
H -6.95807 2.22803 2.55278 0.108
H -5.23239 2.26685 2.34999 0.103
H -6.34988 4.27290 3.73138 0.131
H -5.81947 5.75845 2.82258 0.126
H -8.46102 4.98253 3.46767 0.125
H -7.80083 6.51425 3.28146 0.125
H -9.14727 5.86569 0.97164 0.135
H -7.61194 6.54293 0.80040 0.129
H -8.50190 3.73516 1.04484 0.136
H -7.51372 4.27605 -0.26494 0.134
N 0.75887 2.95700 -12.48681 -0.239
S -0.54548 3.48051 -13.30971 0.512
O -1.15648 4.75845 -12.87492 -0.313
O -1.40731 2.53319 -13.95055 -0.282
F 0.30946 4.13299 -14.52222 -0.234
S -0.12701 2.57352 -11.34868 0.463
O -0.96232 1.33213 -11.47712 -0.323
O -0.34339 3.53582 -10.21921 -0.319
F 1.22999 1.93916 -10.76582 -0.265
N 8.55589 2.72737 2.41100 -0.266
S 8.61769 1.38931 1.43168 0.565
O 8.23200 0.05104 1.97745 -0.343
O 9.55152 1.38164 0.34463 -0.264
F 7.16525 1.76335 0.79847 -0.244
S 9.95329 2.54552 2.87054 0.439
O 10.91614 3.56276 2.33410 -0.328
O 10.44891 1.24560 3.34124 -0.300
F 9.65225 3.36108 4.23692 -0.258
N 1.78212 -7.54344 0.50013 -0.317
S 1.38987 -9.16433 0.19532 0.570
O 0.11499 -9.17033 -0.55133 -0.328
O 1.70397 -10.19529 1.14871 -0.258
F 2.48712 -9.41325 -0.91710 -0.200
S 1.20197 -7.44083 1.86813 0.473
O 2.14618 -7.58936 3.03448 -0.330
O -0.16178 -7.93859 2.03955 -0.313
F 0.97445 -5.79569 1.77404 -0.270
N 1.69944 -0.37617 -2.98407 -0.254
S 0.99402 0.40415 -1.69538 0.564
O -0.42266 0.32168 -1.48182 -0.298
O 1.71707 1.47747 -0.92957 -0.298
F 1.42999 -0.84498 -0.73415 -0.280
S 1.55994 0.88515 -3.75085 0.358
O 2.45056 1.98222 -3.51364 -0.248
O 0.20686 1.18727 -4.25260 -0.295
F 2.12021 0.17083 -5.08590 -0.226
```

Output
Gap between HOMO and LUMO in eV: 5.58
Electronic energy in eV: -193681.129
LUMO in Eh: -0.0764
Energy above the lowest of the compared OMol25 structures with the same formula, charge and spin in kJ/mol: 899.5

(3)
C4H12N2O2 | ωB97M-V/def2-TZVPD

XYZ file:
```
20
Properties=species:S:1:pos:R:3:lowdin_charge:R:1
O 1.05346 1.15669 1.37176 0.067
C 0.86871 0.55023 0.34677 -0.492
N 0.13730 -0.65030 0.36069 0.065
C -0.53909 -1.24667 -0.73203 -0.298
N -0.17566 -2.62877 -1.13482 0.012
C 1.42347 0.99364 -1.00926 -0.164
C 0.49059 2.05491 -1.57120 -0.097
H -0.17743 -0.80960 1.30734 0.115
H -1.62017 -1.25057 -0.55373 0.120
H -0.41676 -0.73441 -1.68114 0.104
H 0.82105 -2.76241 -0.99814 0.064
H -0.64585 -3.27191 -0.52465 0.049
H 1.47666 0.18008 -1.73151 0.097
H 2.44661 1.30149 -0.79248 0.118
H -0.54161 1.90784 -1.22548 0.077
H 0.88162 3.03832 -1.30856 0.078
H 0.25184 2.08943 -2.64257 0.076
H -1.69618 -0.02934 2.63083 0.023
H -2.44839 0.50202 1.52399 0.041
O -2.53767 -0.19090 2.19741 -0.056
```

Output
Gap between HOMO and LUMO in eV: 10.35
SMILES: CCC(=O)NCN.O
Electronic energy in eV: -11417.779
LUMO in Eh: 0.0257
Energy above the lowest of the compared OMol25 structures with the same formula, charge and spin in kJ/mol: 138.7